Record 1
122
Properties=species:S:1:pos:R:3 method="wB97M-V/def2-TZVPD" charge=-1 multiplicity=6 e_tot_ha=-10852.0781 homo_lumo_gap_ev="7.02 / 7.11" homo_ev="-4.74 / -4.84"
Mn 0.1339 -0.6057 -0.6541
C 0.6919 -1.9804 -4.1658
O 1.3942 -1.8809 -2.9372
C 2.6416 -1.3291 -2.9437
C 3.3998 -1.1298 -4.0954
C 4.6960 -0.6385 -3.9898
C 5.2404 -0.3446 -2.7501
C 4.4726 -0.5192 -1.6070
C 3.1780 -0.9844 -1.6972
N 2.2929 -1.1549 -0.5780
N 2.8953 -1.2256 0.5363
C 2.1792 -1.5200 1.6809
C 0.8743 -2.0446 1.6858
O 0.1314 -2.1892 0.6315
C 0.3458 -2.5006 2.9534
C 1.0296 -2.3431 4.1041
C 2.3374 -1.7656 4.1264
C 3.0392 -1.5999 5.3361
C 4.2957 -1.0571 5.3504
C 4.8845 -0.6634 4.1339
C 4.2165 -0.8108 2.9473
C 2.9170 -1.3698 2.9104
H 1.1871 -2.6800 -4.8460
H 0.5995 -0.9971 -4.6328
H -0.2959 -2.3578 -3.9128
H 2.9889 -1.3579 -5.0652
H 5.2766 -0.4837 -4.8904
H 6.2488 0.0395 -2.6705
H 4.8594 -0.2731 -0.6282
H -0.6483 -2.9365 2.9403
H 0.5879 -2.6509 5.0460
H 2.5612 -1.9062 6.2595
H 4.8297 -0.9290 6.2836
H 5.8762 -0.2267 4.1369
H 4.6662 -0.4920 2.0192
O -2.2031 -0.3712 1.0113
H -2.1548 0.5715 1.2119
H -1.7058 -0.7852 1.7331
Br -0.1316 0.9331 -2.5171
O 0.3107 0.8763 2.9989
C 0.1218 1.3998 1.9001
O 0.4954 0.9739 0.7653
C -0.7544 2.6551 1.8551
C -0.9814 3.1959 0.4454
Ge 0.5135 4.2329 -0.2219
C 0.1531 4.9085 -2.0080
C 0.8584 6.0195 -2.4751
C 0.6364 6.5240 -3.7486
C -0.3050 5.9244 -4.5750
C -1.0204 4.8257 -4.1236
C -0.7896 4.3214 -2.8492
C 0.4598 5.8617 0.8984
C -0.6649 6.6855 0.8043
C -0.8139 7.8056 1.6092
C 0.1697 8.1270 2.5355
C 1.2987 7.3295 2.6385
C 1.4407 6.2103 1.8246
C 2.3345 3.5714 -0.1039
C 2.8781 3.1506 1.1124
C 4.2206 2.8182 1.2173
C 5.0437 2.8950 0.1015
C 4.5121 3.2746 -1.1206
C 3.1669 3.6078 -1.2205
H -0.3169 3.4062 2.5203
H -1.7017 2.3805 2.3357
H -1.8129 3.9075 0.4362
H -1.2105 2.3869 -0.2505
H 1.5850 6.5041 -1.8319
H 1.1957 7.3843 -4.0949
H -0.4767 6.3117 -5.5719
H -1.7503 4.3509 -4.7658
H -1.3338 3.4464 -2.5184
H -1.4373 6.4559 0.0771
H -1.6949 8.4278 1.5132
H 0.0563 8.9969 3.1703
H 2.0734 7.5758 3.3538
H 2.3380 5.6098 1.9114
H 2.2576 3.0681 1.9972
H 4.6170 2.4944 2.1707
H 6.0918 2.6326 0.1798
H 5.1395 3.3002 -2.0026
H 2.7642 3.8911 -2.1852
C 0.7458 -7.0840 -0.7546
C -0.2110 -6.5097 -1.7951
C -1.4391 -5.8390 -1.1877
C -1.0620 -4.6156 -0.3667
N -2.2351 -3.8969 0.1102
C -2.8447 -2.8756 -0.5443
Se -2.2713 -2.1030 -2.1026
N -3.9012 -2.4895 0.2186
C -4.7385 -1.3222 -0.0162
C -6.1418 -1.7138 -0.4686
C -6.2073 -2.1792 -1.9217
C -5.9439 -1.0579 -2.9213
C -3.9542 -3.2577 1.3687
C -4.8006 -3.2238 2.4637
C -4.5598 -4.1411 3.4779
C -3.5069 -5.0558 3.3964
C -2.6548 -5.0802 2.3004
C -2.8976 -4.1615 1.2938
H 1.5654 -7.6263 -1.2256
H 0.2260 -7.7786 -0.0903
H 1.1905 -6.3031 -0.1379
H -0.5395 -7.3074 -2.4655
H 0.3178 -5.7803 -2.4149
H -1.9883 -6.5551 -0.5657
H -2.1162 -5.5123 -1.9816
H -0.4788 -3.9111 -0.9559
H -0.4681 -4.8702 0.5112
H -4.2197 -0.7214 -0.7627
H -4.7572 -0.7480 0.9119
H -6.8019 -0.8522 -0.3295
H -6.5143 -2.5045 0.1890
H -7.1937 -2.6123 -2.1079
H -5.4788 -2.9809 -2.0737
H -6.5576 -0.1824 -2.6962
H -6.1798 -1.3745 -3.9373
H -4.8973 -0.7562 -2.9120
H -5.6070 -2.5077 2.5328
H -5.1975 -4.1425 4.3510
H -3.3471 -5.7548 4.2055
H -1.8302 -5.7769 2.2426



Record 2
138
Properties=species:S:1:pos:R:3 method="wB97M-V/def2-TZVPD" charge=+1 e_tot_ha=-4199.9778 homo_lumo_gap_ev=7.26 homo_ev=-11.00
C 3.9810 3.3582 3.8448
C 2.8673 3.1458 5.0743
C 1.4969 4.0262 4.8466
C 1.0221 3.7568 3.2655
O -0.4412 3.8121 3.2733
N -0.9761 4.0108 2.0618
C -2.3821 3.3731 2.0777
C -2.6280 2.3432 3.3259
N -3.0892 3.0524 4.6173
C -0.2514 3.3622 0.9063
C 0.4252 4.2166 -0.3481
C 1.1401 3.3356 -1.5677
C 1.1133 1.7074 -1.3883
N 0.5103 0.9079 -0.2694
C -0.1363 1.7283 0.8074
P -1.2632 5.7668 1.8947
N 0.2407 6.7174 1.8386
O -2.0327 6.2682 3.4150
H 3.7659 4.3178 3.2009
H 3.7904 2.4348 3.1127
H 5.0799 3.2754 4.2406
H 2.5824 1.9908 5.1083
H 3.4282 3.4995 6.0563
H 0.6385 3.7598 5.6209
H 1.8190 5.1680 4.9471
H 1.5620 4.5811 2.6375
H 1.4071 2.6514 3.0321
H -3.1765 4.2540 2.2150
H -2.6611 2.8898 1.0246
H -3.5668 1.6724 3.0169
H -1.7561 1.5751 3.5191
H -3.2134 2.2454 5.2980
H -4.0856 3.3796 4.4497
H 0.3911 5.3820 -0.4319
H 1.6098 3.8743 -2.5016
H 1.6414 1.0827 -2.2590
H -0.6257 1.1222 1.7128
H 0.2375 7.5435 2.4765
H 0.3005 7.1411 0.8657
H -1.2675 6.6879 3.9433
C 2.7352 -0.8731 9.5976
C 2.3954 0.0435 10.5939
C 2.7483 1.3875 10.4582
C 3.4405 1.8055 9.3132
C 3.7897 0.8860 8.3152
C 3.4338 -0.4560 8.4634
N 3.7920 3.2215 9.1528
O 3.4823 4.0006 10.0665
O 4.3742 3.5576 8.1116
H 2.4529 -1.9190 9.7053
H 1.8521 -0.2895 11.4757
H 2.4760 2.0894 11.2434
H 4.3312 1.1958 7.4238
H 3.6976 -1.1769 7.6927
C 2.4313 -2.2951 -0.8613
C 3.0829 -3.5076 -1.0924
C 2.7860 -4.6226 -0.3064
C 1.8271 -4.5130 0.7101
C 1.1770 -3.2949 0.9493
C 1.4844 -2.1860 0.1586
N 1.4920 -5.6882 1.5232
O 2.1026 -6.7427 1.2932
O 0.6153 -5.5599 2.3897
H 2.6621 -1.4299 -1.4804
H 3.8208 -3.5844 -1.8881
H 3.3025 -5.5604 -0.4992
H 0.4343 -3.1945 1.7381
H 0.9830 -1.2368 0.3344
C -2.3508 -1.4722 -6.3870
C -1.8436 -2.1287 -5.2645
C -0.6225 -1.7335 -4.7149
C 0.0835 -0.6719 -5.2974
C -0.4196 -0.0161 -6.4289
C -1.6405 -0.4221 -6.9713
N 1.3553 -0.2351 -4.7091
O 1.7763 -0.8528 -3.7197
O 1.9330 0.7284 -5.2325
H -3.3061 -1.7802 -6.8086
H -2.4023 -2.9472 -4.8156
H -0.2409 -2.2552 -3.8399
H 0.1202 0.8061 -6.8941
H -2.0409 0.0826 -7.8478
C 4.7419 3.2414 -7.4349
C 5.0079 4.4947 -7.9885
C 4.1104 5.5476 -7.8007
C 2.9464 5.3345 -7.0493
C 2.6730 4.0752 -6.4989
C 3.5767 3.0292 -6.6959
N 2.0116 6.4440 -6.8268
O 2.2793 7.5377 -7.3461
O 1.0108 6.2248 -6.1294
H 5.4474 2.4250 -7.5794
H 5.9174 4.6519 -8.5645
H 4.3322 6.5184 -8.2386
H 1.7711 3.8945 -5.9178
H 3.3750 2.0487 -6.2701
C -0.4199 -8.2430 4.9430
C -0.0179 -6.9069 4.9060
C 0.6615 -6.3503 5.9913
C 0.9385 -7.1457 7.1118
C 0.5293 -8.4851 7.1547
C -0.1520 -9.0299 6.0644
N 1.6748 -6.5734 8.2453
O 2.0030 -5.3795 8.1773
O 1.9297 -7.3175 9.2031
H -0.9445 -8.6742 4.0920
H -0.2317 -6.2996 4.0291
H 0.9682 -5.3075 5.9470
H 0.7333 -9.1124 8.0199
H -0.4712 -10.0696 6.0869
C -5.2517 -8.6789 -3.8367
C -4.2050 -8.6552 -4.7597
C -3.4976 -7.4728 -4.9853
C -3.8455 -6.3159 -4.2745
C -4.9009 -6.3349 -3.3530
C -5.6029 -7.5226 -3.1379
N -3.0892 -5.0762 -4.4886
O -2.1749 -5.0949 -5.3261
O -3.4053 -4.0837 -3.8171
H -5.7967 -9.6047 -3.6600
H -3.9382 -9.5601 -5.3015
H -2.6844 -7.4707 -5.7079
H -5.1847 -5.4431 -2.7981
H -6.4217 -7.5484 -2.4223
C -3.5429 4.5359 -5.5472
C -4.5822 4.9491 -6.3823
C -5.5183 4.0226 -6.8456
C -5.4062 2.6794 -6.4609
C -4.3594 2.2603 -5.6290
C -3.4277 3.1956 -5.1743
N -6.4017 1.7052 -6.9240
O -7.3018 2.1113 -7.6740
O -6.2877 0.5339 -6.5353
H -2.8187 5.2630 -5.1840
H -4.6645 5.9951 -6.6698
H -6.3224 4.3605 -7.4956
H -4.2577 1.2201 -5.3267
H -2.6132 2.8808 -4.5256



So what do the calculations give for F_max? Going down the list: 0.93 6.86 eV/A.
So what do the calculations give for relative energy (zero: lowest compared OMol25 entry of this formula, charge and spin)? Going down the list: 89.90 1107.73 kJ/mol.